1.
C10H20ClIN2O2PSSc | ωB97M-V/def2-TZVPD

Calculated values
E_HOMO: -14.907 eV
orbital gap: 6.69 eV
relative energy (zero: lowest compared OMol25 entry of this formula, charge and spin): 0.0 kcal/mol
molar mass: 470.6 g/mol
charge: +2

Geometry (Å):
C (5.14, 0.30, -2.59)
C (4.10, 1.03, -1.94)
H (6.09, 0.86, -2.50)
H (4.80, 0.21, -3.64)
H (5.21, -0.72, -2.18)
O (3.60, 1.71, -1.13)
I (2.09, -1.78, 1.71)
Sc (1.11, -0.49, -0.45)
P (-0.28, 1.58, -1.77)
C (-1.07, 3.10, -1.09)
C (0.89, 2.35, -2.93)
H (-1.31, 0.09, -3.42)
H (-1.75, 1.82, -3.65)
H (-2.53, 0.83, -2.36)
C (-1.59, 1.02, -2.91)
H (1.51, 1.58, -3.42)
H (0.29, 2.88, -3.67)
H (-1.51, 3.74, -1.87)
H (-0.33, 3.68, -0.54)
H (1.55, 3.04, -2.41)
H (-1.86, 2.80, -0.40)
C (0.73, 1.21, 0.91)
O (0.42, 1.98, 1.72)
Cl (2.20, -0.95, -2.49)
S (-1.18, -1.64, -0.32)
C (-1.54, -1.91, 1.37)
N (-1.57, -3.15, 1.87)
C (-1.53, -3.40, 3.31)
C (-2.46, -2.40, 3.99)
C (-2.09, -0.97, 3.62)
N (-1.80, -0.87, 2.19)
H (-1.20, -3.86, 1.26)
H (-0.50, -3.29, 3.70)
H (-1.85, -4.43, 3.49)
H (-2.43, -2.51, 5.08)
H (-3.50, -2.58, 3.67)
H (-1.21, -0.65, 4.20)
H (-2.90, -0.26, 3.83)
H (-1.74, 0.04, 1.76)

Atom charges from the natural (NBO) analysis, given in e for atoms 1 to 2: C -0.822; C 0.996

2.
C10H20FN2OPS | ωB97M-V/def2-TZVPD

Calculated values
E_HOMO: -8.338 eV
orbital gap: 8.71 eV
SMILES: CCCC[C@@H]1NC(=O)[C@H]([PH2]=S)[C@@]1(F)CCN
molar mass: 266.3 g/mol

Geometry (Å):
C (2.74, -1.62, 1.22)
C (1.80, -2.50, 0.21)
C (1.56, -1.92, -1.28)
C (1.81, -0.34, -1.54)
C (0.46, 0.60, -1.55)
N (1.09, 1.99, -1.30)
C (1.10, 2.28, 0.21)
O (2.12, 2.67, 0.98)
C (-0.47, 1.93, 0.60)
P (-0.82, 1.78, 2.49)
S (0.47, 0.61, 3.40)
C (-0.61, 0.54, -0.32)
F (-0.76, -0.68, 0.50)
C (-2.08, 0.71, -1.05)
C (-3.19, -0.42, -0.58)
N (-3.72, -0.09, 0.81)
H (3.84, -1.57, 0.81)
H (2.37, -0.49, 1.32)
H (2.77, -2.03, 2.32)
H (2.33, -3.57, 0.10)
H (0.78, -2.73, 0.78)
H (0.43, -2.15, -1.57)
H (2.20, -2.55, -2.07)
H (2.25, -0.25, -2.65)
H (2.60, 0.19, -0.86)
H (0.11, 0.60, -2.66)
H (2.03, 2.12, -1.77)
H (-1.04, 2.88, 0.24)
H (-2.19, 1.43, 2.79)
H (-0.62, 3.11, 3.08)
H (-2.58, 1.76, -0.82)
H (-2.03, 0.64, -2.23)
H (-4.12, -0.28, -1.32)
H (-2.84, -1.53, -0.72)
H (-4.66, -0.52, 0.88)
H (-3.12, -0.59, 1.53)

Atom charges from the natural (NBO) analysis, given in e for atoms 1 to 2: C -0.642; C -0.418

3.
C10H20LuN2PS | ωB97M-V/def2-TZVPD

Calculated values
E_HOMO (alpha / beta): -4.020 / -3.855 eV
orbital gap (alpha / beta): 4.45 / 4.33 eV
relative energy (zero: lowest compared OMol25 entry of this formula, charge and spin): 0.0 kcal/mol
molar mass: 406.3 g/mol

Geometry (Å):
C (-0.39, 0.14, -2.21)
C (-1.21, 1.17, -1.65)
C (-0.34, 2.16, -1.08)
C (1.03, 1.74, -1.31)
C (0.99, 0.48, -2.02)
Lu (0.04, 0.24, 0.16)
P (-0.05, -2.53, 0.42)
H (-0.75, -0.69, -2.83)
H (-2.29, 1.23, -1.67)
H (-0.67, 3.08, -0.61)
H (1.85, -0.04, -2.41)
H (1.93, 2.26, -1.02)
H (1.08, -3.27, -0.03)
H (-1.14, -3.22, -0.16)
H (-0.15, -2.94, 1.79)
C (-0.95, -1.63, 4.96)
C (0.33, -1.10, 4.35)
N (0.01, -0.05, 3.33)
C (0.53, 1.20, 3.28)
S (0.68, 2.17, 1.85)
N (1.13, 1.75, 4.36)
C (0.52, 1.74, 5.73)
C (1.68, 1.63, 6.68)
H (-1.51, -0.82, 5.43)
H (-0.72, -2.38, 5.72)
H (-1.59, -2.10, 4.22)
H (1.03, -0.69, 5.09)
H (0.86, -1.89, 3.81)
H (-0.61, -0.37, 2.58)
H (1.48, 2.69, 4.11)
H (-0.02, 2.69, 5.86)
H (-0.20, 0.92, 5.82)
H (2.33, 2.51, 6.58)
H (1.33, 1.57, 7.71)
H (2.29, 0.75, 6.43)

Atom charges from the natural (NBO) analysis, given in e for atoms 1 to 2: C -0.417; C -0.392

4.
C10H20N4O7Y | ωB97M-V/def2-TZVPD

Calculated values
E_HOMO (alpha / beta): -10.320 / -10.351 eV
orbital gap (alpha / beta): 5.28 / 5.31 eV
relative energy (zero: lowest compared OMol25 entry of this formula, charge and spin): 0.0 kcal/mol
molar mass: 397.2 g/mol
charge: +1

Geometry (Å):
O (-0.41, -0.56, -3.70)
H (0.16, -0.16, -4.38)
Y (0.11, -0.02, -0.88)
N (0.23, 1.73, 1.07)
N (1.74, 1.37, -0.89)
N (-1.16, -1.02, 1.08)
N (-0.28, -2.09, -1.11)
O (-0.56, 1.84, 2.11)
O (-1.44, -0.51, 2.33)
O (0.31, -2.63, -2.30)
O (2.13, 1.13, -2.11)
C (2.12, 2.41, -0.12)
C (1.31, 2.57, 1.04)
C (-1.37, -2.34, 0.97)
C (-0.88, -2.93, -0.26)
C (1.63, 3.50, 2.16)
H (1.86, 2.95, 3.09)
H (0.79, 4.16, 2.37)
H (2.50, 4.11, 1.90)
C (3.31, 3.17, -0.53)
H (3.20, 3.46, -1.58)
H (4.20, 2.53, -0.43)
H (3.44, 4.06, 0.09)
C (-1.92, -3.17, 2.08)
C (-0.98, -4.36, -0.55)
H (-2.41, -2.55, 2.85)
H (-1.12, -3.75, 2.56)
H (-2.65, -3.86, 1.65)
H (-0.26, -4.59, -1.34)
H (-2.00, -4.61, -0.88)
H (-0.76, -4.95, 0.36)
H (-1.08, 0.48, 2.32)
H (0.16, -1.96, -3.01)
C (-1.16, 0.56, -2.78)
H (-0.42, 1.35, -2.40)
H (-1.85, 0.01, -2.04)
H (-1.86, 1.15, -3.37)
O (-3.19, 2.30, 0.60)
H (-3.55, 1.37, 0.57)
H (-2.34, 1.95, 1.09)
O (2.63, -1.24, 1.55)
C (1.83, -0.88, 0.81)

Atom charges from the natural (NBO) analysis, given in e for atoms 1 to 2: O -0.742; H 0.531

5.
C10H20NO6 | ωB97M-V/def2-TZVPD

Calculated values
E_HOMO: -12.023 eV
orbital gap: 7.56 eV
relative energy (zero: lowest compared OMol25 entry of this formula, charge and spin): 51.7 kcal/mol
molar mass: 250.3 g/mol
charge: +1

Geometry (Å):
C (2.85, 3.01, -2.35)
C (1.79, 2.13, -1.52)
O (1.92, 0.71, -1.75)
C (0.79, 0.15, -2.44)
C (-0.46, -0.24, -1.50)
C (-0.16, -0.23, 0.08)
C (1.00, -1.29, 0.49)
C (0.95, -1.73, 2.03)
O (2.12, -2.55, 2.32)
C (3.28, -1.76, 2.52)
O (3.39, -0.82, 3.35)
C (-1.61, -0.68, 0.68)
O (-2.31, 0.62, 0.75)
C (-1.40, 1.73, 0.63)
O (-1.67, 2.93, 0.48)
O (-0.11, 1.08, 0.75)
H (2.58, 2.95, -3.46)
H (2.87, 4.09, -1.95)
H (3.90, 2.56, -2.13)
H (1.99, 2.30, -0.39)
H (0.70, 2.48, -1.67)
H (0.42, 0.96, -3.18)
H (1.09, -0.76, -3.08)
H (-0.74, -1.33, -1.76)
H (-1.36, 0.42, -1.79)
H (2.00, -0.76, 0.32)
H (0.93, -2.16, -0.26)
H (-0.01, -2.30, 2.31)
H (0.95, -0.79, 2.69)
H (4.19, -1.97, 1.84)
H (-1.66, -1.02, 1.76)
H (-2.07, -1.41, -0.08)
N (-5.23, -1.26, 1.26)
H (-5.75, -1.32, 0.39)
H (-4.52, -0.52, 1.18)
H (-5.87, -1.04, 2.03)
H (-4.76, -2.15, 1.45)

Atom charges from the natural (NBO) analysis, given in e for atoms 1 to 2: C -0.646; C -0.076

6.
C10H20NP | ωB97M-V/def2-TZVPD

Calculated values
E_HOMO: -7.803 eV
orbital gap: 8.77 eV
relative energy (zero: lowest compared OMol25 entry of this formula, charge and spin): 2.9 kcal/mol
SMILES: CCN(CC)P1CC1(C)C.C#C
molar mass: 185.3 g/mol

Geometry (Å):
C (-4.50, -0.20, 1.07)
C (-3.87, -0.14, 2.08)
C (2.84, 0.78, -0.12)
C (-1.11, 2.83, 0.29)
C (0.62, -1.58, -1.34)
C (0.07, -1.88, 1.10)
C (-1.53, -2.69, -0.68)
C (1.58, 1.51, -0.68)
C (-0.29, 1.63, 0.84)
C (-0.38, -1.76, -0.35)
N (0.35, 0.81, -0.19)
P (-0.60, -0.09, -1.20)
H (-5.11, -0.41, 0.19)
H (2.87, -0.25, -0.40)
H (3.79, 1.19, -0.40)
H (2.75, 0.71, 1.01)
H (-1.66, 3.00, 1.19)
H (-0.59, 3.67, -0.11)
H (-1.68, 2.48, -0.51)
H (-3.29, 0.01, 2.91)
H (1.63, -1.60, -0.98)
H (0.55, -2.04, -2.31)
H (0.59, -0.92, 1.37)
H (0.84, -2.62, 1.21)
H (-0.58, -2.04, 1.86)
H (-2.03, -2.66, -1.69)
H (-1.20, -3.66, -0.48)
H (-2.29, -2.46, 0.17)
H (1.58, 2.58, -0.42)
H (1.59, 1.37, -1.83)
H (0.43, 2.00, 1.55)
H (-1.06, 0.97, 1.47)

Atom charges from the natural (NBO) analysis, given in e for atoms 1 to 2: C -0.225; C -0.242

7.
C10H21B2NO3 | ωB97M-V/def2-TZVPD

Calculated values
E_HOMO: -9.774 eV
orbital gap: 10.14 eV
relative energy (zero: lowest compared OMol25 entry of this formula, charge and spin): 0.0 kcal/mol
SMILES: CB(O)BCCCCOC=O.CCCC#N
molar mass: 224.9 g/mol

Geometry (Å):
C (3.85, 0.37, -0.24)
B (2.99, 1.03, -1.40)
O (3.15, 2.36, -1.68)
B (1.86, 0.18, -2.33)
C (0.37, -0.07, -1.92)
C (-0.55, 0.61, -2.97)
C (-1.84, 1.19, -2.38)
C (-2.53, 0.28, -1.37)
O (-2.17, 0.56, 0.00)
C (-2.94, 1.44, 0.66)
O (-3.66, 2.25, 0.14)
H (3.41, 0.60, 0.73)
H (4.87, 0.76, -0.24)
H (3.91, -0.72, -0.31)
H (3.78, 2.80, -1.10)
H (2.20, -0.28, -3.39)
H (0.21, -1.16, -1.95)
H (0.12, 0.26, -0.92)
H (-0.02, 1.42, -3.48)
H (-0.81, -0.12, -3.75)
H (-1.65, 2.16, -1.91)
H (-2.55, 1.38, -3.19)
H (-3.62, 0.35, -1.45)
H (-2.24, -0.76, -1.51)
H (-2.84, 1.29, 1.74)
C (-0.15, -2.84, 3.32)
C (-0.04, -1.87, 2.16)
C (-0.02, -0.40, 2.62)
C (-1.24, -0.03, 3.32)
N (-2.23, 0.27, 3.83)
H (-1.08, -2.70, 3.87)
H (-0.13, -3.87, 2.97)
H (0.68, -2.72, 4.02)
H (-0.87, -2.00, 1.47)
H (0.88, -2.05, 1.60)
H (0.08, 0.26, 1.75)
H (0.83, -0.21, 3.28)

Atom charges from the natural (NBO) analysis, given in e for atoms 1 to 2: C -0.990; B 0.658

8.
C10H21BBrNO7PS | ωB97M-V/def2-TZVPD

Calculated values
E_HOMO: -4.785 eV
orbital gap: 7.49 eV
molar mass: 421.0 g/mol
charge: -1

Geometry (Å):
C (4.22, 0.19, 0.23)
C (4.14, 0.43, -1.28)
O (2.84, 0.60, -1.76)
C (2.30, 1.89, -1.56)
C (1.41, 2.04, -0.33)
B (-0.07, 1.38, -0.43)
O (-0.22, 0.16, -1.28)
C (-0.90, -0.84, -0.70)
Br (-2.40, -1.53, -1.88)
C (0.04, -2.09, -0.70)
N (1.35, -1.80, -0.15)
C (-1.38, -0.28, 0.74)
C (-2.84, 0.13, 0.98)
C (-3.42, 1.05, -0.11)
C (-4.86, 0.73, -0.41)
O (-5.74, 1.57, -0.42)
O (-5.17, -0.60, -0.63)
P (-0.76, -1.21, 2.24)
O (0.78, -0.93, 2.44)
O (-0.89, -2.81, 2.02)
S (-1.71, -0.75, 3.89)
O (-0.67, 0.93, 0.87)
H (4.23, 1.13, 0.78)
H (3.33, -0.35, 0.56)
H (5.10, -0.40, 0.51)
H (4.55, -0.45, -1.78)
H (4.78, 1.28, -1.55)
H (1.76, 2.20, -2.45)
H (3.14, 2.60, -1.46)
H (1.24, 3.11, -0.21)
H (1.90, 1.70, 0.58)
H (-0.89, 2.22, -0.88)
H (0.13, -2.33, -1.75)
H (-0.44, -2.96, -0.24)
H (2.06, -2.10, -0.80)
H (1.50, -2.34, 0.69)
H (-2.83, 0.68, 1.91)
H (-3.48, -0.74, 1.15)
H (-2.81, 1.03, -1.01)
H (-3.40, 2.08, 0.23)
H (-5.07, -0.78, -1.56)
H (0.92, -0.81, 3.38)
H (-1.83, -3.01, 2.13)

Atom charges from the natural (NBO) analysis, given in e for atoms 1 to 2: C -0.658; C -0.047

9.
C10H21BrO11S2 | ωB97M-V/def2-TZVPD

Calculated values
E_HOMO: -10.733 eV
orbital gap: 9.80 eV
SMILES: O=C(O)CCOC(=O)OBr.CCOS(C)(=O)=O.CCOS(C)(=O)=O
molar mass: 461.3 g/mol

Geometry (Å):
O (3.82, -1.56, 3.11)
C (3.06, -1.13, 2.29)
O (2.07, -0.30, 2.66)
C (3.17, -1.49, 0.84)
C (2.03, -2.41, 0.39)
O (1.85, -2.46, -1.03)
C (2.96, -2.77, -1.73)
O (3.29, -3.90, -2.00)
O (3.77, -1.73, -2.07)
Br (2.89, -0.17, -2.47)
H (1.59, 0.02, 1.89)
H (3.19, -0.63, 0.18)
H (4.10, -2.00, 0.72)
H (2.23, -3.41, 0.73)
H (1.09, -2.10, 0.81)
O (0.04, 3.66, -4.73)
S (-0.80, 2.56, -4.36)
O (-0.22, 1.36, -3.84)
O (-1.73, 2.20, -5.59)
C (-1.11, 1.97, -6.87)
C (-0.45, 0.61, -6.96)
C (-2.06, 3.11, -3.27)
H (-0.39, 2.77, -7.07)
H (-1.91, 2.06, -7.60)
H (0.41, 0.53, -6.30)
H (-0.11, 0.43, -7.98)
H (-1.15, -0.17, -6.68)
H (-2.53, 4.00, -3.69)
H (-1.59, 3.35, -2.32)
H (-2.79, 2.31, -3.14)
O (-1.82, -0.21, 3.01)
S (-2.48, -0.43, 4.26)
O (-3.29, 0.60, 4.84)
O (-1.40, -0.91, 5.32)
C (-0.21, -0.10, 5.48)
C (-0.47, 1.13, 6.33)
C (-3.40, -1.92, 4.19)
H (0.19, 0.16, 4.50)
H (0.52, -0.74, 5.97)
H (-1.13, 1.83, 5.83)
H (0.48, 1.64, 6.53)
H (-0.93, 0.86, 7.28)
H (-2.77, -2.71, 3.79)
H (-4.25, -1.74, 3.54)
H (-3.74, -2.17, 5.19)

Atom charges from the natural (NBO) analysis, given in e for atoms 1 to 2: O -0.553; C 0.784

10.
C10H21ClN2O3P | ωB97M-V/def2-TZVPD

Calculated values
E_HOMO: -12.939 eV
orbital gap: 10.09 eV
molar mass: 283.7 g/mol
charge: +1

Geometry (Å):
C (2.13, -4.32, 1.40)
C (1.38, -3.02, 1.16)
O (2.31, -2.01, 0.73)
C (1.71, -0.98, -0.01)
C (2.68, 0.18, 0.04)
O (2.29, 1.28, -0.84)
N (1.10, 1.82, -0.48)
C (0.89, 2.66, 0.58)
C (-0.40, 3.00, 0.52)
N (-0.98, 2.37, -0.57)
P (-2.74, 2.73, -0.90)
C (-3.16, 1.54, -2.21)
C (-3.40, 1.91, 0.61)
C (-4.69, 1.11, 0.37)
C (-0.02, 1.66, -1.17)
Cl (-0.11, 0.75, -2.57)
H (2.90, -4.43, 0.64)
H (1.44, -5.15, 1.28)
H (2.56, -4.38, 2.40)
H (0.87, -2.66, 2.06)
H (0.62, -3.16, 0.39)
H (0.76, -0.68, 0.46)
H (1.53, -1.30, -1.04)
H (2.79, 0.57, 1.06)
H (3.67, -0.08, -0.33)
H (1.67, 2.96, 1.27)
H (-0.96, 3.66, 1.16)
H (-4.24, 1.62, -2.32)
H (-2.89, 0.51, -2.00)
H (-2.71, 1.88, -3.15)
H (-3.57, 2.68, 1.36)
H (-2.64, 1.23, 1.00)
H (-4.51, 0.25, -0.28)
H (-5.50, 1.72, -0.02)
H (-5.03, 0.71, 1.33)
O (4.95, -2.63, -0.46)
H (4.12, -2.30, -0.09)
H (5.20, -2.03, -1.17)

Atom charges from the natural (NBO) analysis, given in e for atoms 1 to 2: C -0.636; C -0.057

11.
C10H21F3N2O2 | ωB97M-V/def2-TZVPD

Calculated values
E_HOMO: -6.193 eV
orbital gap: 5.60 eV
molar mass: 258.3 g/mol

Geometry (Å):
C (5.43, -1.21, 1.72)
C (4.25, -0.25, 1.58)
N (3.25, -0.91, 0.72)
N (1.95, -0.28, 0.82)
C (1.24, -0.46, 2.11)
C (0.20, -1.55, 1.97)
C (-0.28, -1.28, 0.51)
C (1.04, -1.02, -0.17)
H (6.08, -0.92, 2.53)
H (5.96, -1.23, 0.77)
H (5.03, -2.20, 1.87)
H (3.83, 0.00, 2.54)
H (4.62, 0.67, 1.14)
H (3.53, -0.75, -0.25)
H (1.92, 0.70, 0.54)
H (0.64, 0.44, 2.20)
H (1.87, -0.45, 2.99)
H (0.65, -2.53, 2.04)
H (-0.65, -1.40, 2.61)
H (-0.89, -0.38, 0.58)
H (-0.71, -2.11, -0.01)
H (1.07, -0.59, -1.16)
H (1.51, -1.99, -0.21)
C (-5.01, 2.12, -1.42)
C (-3.70, 2.76, -1.87)
O (-2.53, 2.10, -1.44)
C (-2.05, 0.97, -2.24)
O (-2.01, 1.15, -3.51)
C (-2.79, -0.35, -1.87)
F (-3.08, -0.41, -0.52)
F (-1.98, -1.41, -2.11)
F (-3.94, -0.60, -2.51)
H (-4.94, 1.77, -0.39)
H (-5.82, 2.85, -1.49)
H (-5.29, 1.28, -2.04)
H (-3.64, 3.75, -1.40)
H (-3.69, 2.92, -2.95)
H (-1.05, 0.79, -1.71)

Atom charges from the natural (NBO) analysis, given in e for atoms 1 to 2: C -0.609; C -0.247

12.
C10H21HoN3P | ωB97M-V/def2-TZVPD

Calculated values
E_HOMO (alpha / beta): -4.466 / -5.547 eV
multiplicity: 5
orbital gap (alpha / beta): 4.35 / 5.15 eV
expectation value of S²: 6.0089
molar mass: 379.2 g/mol

Geometry (Å):
C (0.35, -1.95, -3.17)
C (1.52, -2.02, -3.98)
C (2.34, -3.09, -3.51)
C (1.65, -3.74, -2.44)
C (0.44, -3.03, -2.21)
Ho (-1.51, -0.27, -0.72)
P (-4.06, -0.01, -1.41)
H (-0.52, -1.31, -3.31)
H (1.73, -1.33, -4.79)
H (3.32, -3.35, -3.90)
H (-0.34, -3.27, -1.47)
H (1.97, -4.59, -1.85)
H (-4.88, -1.18, -1.16)
H (-4.34, 0.28, -2.80)
H (-4.76, 1.04, -0.73)
C (0.18, 3.63, 0.79)
N (0.40, 2.48, 1.68)
C (0.84, 2.76, 3.03)
C (0.23, 1.27, 1.18)
N (-0.14, 1.21, -0.14)
N (0.36, 0.09, 1.83)
C (0.49, -0.06, 3.27)
C (0.06, -1.15, 1.06)
H (0.18, 4.54, 1.40)
H (-0.79, 3.57, 0.29)
H (0.98, 3.70, 0.04)
H (0.06, 2.52, 3.76)
H (1.76, 2.21, 3.26)
H (1.05, 3.83, 3.07)
H (-0.08, 2.11, -0.62)
H (0.41, -1.13, 3.50)
H (1.47, 0.29, 3.59)
H (-0.32, 0.46, 3.80)
H (-1.07, -1.37, 1.07)
H (0.55, -1.11, 0.05)
H (0.48, -2.02, 1.56)

Atom charges from the natural (NBO) analysis, given in e for atoms 1 to 2: C -0.419; C -0.334

13.
C10H21N2 | ωB97M-V/def2-TZVPD

Calculated values
E_HOMO: -11.821 eV
orbital gap: 8.24 eV
relative energy (zero: lowest compared OMol25 entry of this formula, charge and spin): 53.1 kcal/mol
molar mass: 169.3 g/mol
charge: +1

Geometry (Å):
C (1.41, -0.49, 0.49)
C (-1.76, -0.64, -0.31)
C (-1.86, 0.48, 0.73)
C (-1.06, 0.62, -0.47)
C (4.49, -2.07, -1.59)
C (-2.72, 2.80, 1.12)
C (-4.12, 1.18, -0.20)
C (4.16, -2.36, -0.14)
C (3.80, -1.10, 0.66)
C (-3.12, 1.34, 0.93)
N (2.63, -0.43, 0.09)
N (-0.61, 1.45, -1.34)
H (1.29, -1.10, 1.39)
H (-1.21, -1.53, -0.04)
H (-2.58, -0.84, -0.99)
H (-1.33, 0.30, 1.65)
H (3.62, -1.71, -2.14)
H (5.29, -1.33, -1.67)
H (4.83, -2.98, -2.08)
H (-2.34, 3.22, 0.19)
H (-1.97, 2.91, 1.89)
H (-3.59, 3.38, 1.41)
H (-4.98, 1.81, 0.00)
H (-4.48, 0.15, -0.26)
H (-3.70, 1.47, -1.16)
H (5.02, -2.82, 0.35)
H (3.33, -3.07, -0.08)
H (3.59, -1.36, 1.69)
H (4.64, -0.39, 0.63)
H (-3.58, 0.98, 1.86)
H (-0.44, 2.42, -1.10)
H (-0.32, 1.14, -2.27)
H (2.84, 0.10, -0.75)

Atom charges from the natural (NBO) analysis, given in e for atoms 1 to 2: C -0.129; C -0.465